This record from OMol25 describes a 2-piece molecular cluster, C6H12O overall at a distorted geometry. The level of theory is ωB97M-V with the def2-TZVPD basis set.

Values from the calculation:
SMILES = CC1CC=CC1.O
ΔE to the lowest compared entry with this formula, charge and spin = 29.6 kcal per mole
HOMO energy = -8.85 eV
orbital gap = 9.616 eV

Each line ends with the Mulliken charge.
Geometry (Å):
H (3.90, 0.44, -1.03)  0.315
H (-1.88, -0.18, -1.56)  0.310
C (0.20, -1.57, 0.38)  -0.493
H (0.29, 1.55, -1.02)  0.327
C (-0.52, 1.80, -0.34)  -1.489
H (3.32, 0.38, 0.34)  0.321
H (1.01, 0.20, 1.42)  0.257
C (-1.71, -0.56, -0.56)  -0.717
O (3.77, -0.21, -0.32)  -0.638
H (-1.89, 0.82, 1.02)  0.253
H (-0.42, -0.39, 2.19)  0.244
C (-0.80, -1.77, -0.54)  -0.283
C (0.06, -0.26, 1.17)  -0.650
C (-1.04, 0.54, 0.36)  0.354
H (-1.37, 2.23, -0.90)  0.383
H (-2.75, -0.74, -0.19)  0.286
H (-0.16, 2.55, 0.34)  0.388
H (-1.04, -2.62, -1.18)  0.415
H (1.03, -2.23, 0.43)  0.417